No. 1
Computed, not measured: a structure of composition C28H39ClLuN4O5 in a non-equilibrium geometry, with ωB97M-V/def2-TZVPD.

```
78
Properties=species:S:1:pos:R:3:forces:R:3
Lu 0.401 -0.153 -0.303 -0.7 -0.1 0.8
Cl 2.170 -0.356 -2.031 0.7 -0.1 -0.2
N 0.399 2.200 -0.747 -1.2 1.3 -1.1
N 0.308 -2.547 -0.542 -1.0 -1.2 -0.8
C -0.562 2.908 -1.326 1.4 -1.8 1.1
C -0.428 -3.199 -1.414 0.9 1.5 1.5
C 1.525 3.145 -0.539 0.0 0.0 0.3
C 0.814 4.501 -0.540 -0.7 0.1 0.1
C 2.502 3.070 -1.707 0.0 -0.1 -0.1
C 2.213 2.855 0.784 -0.1 0.3 0.2
H 2.069 3.557 -2.590 0.1 -0.1 0.1
H 2.715 2.027 -1.959 0.1 0.3 0.1
H 3.427 3.592 -1.430 -0.1 0.0 -0.1
H 1.457 2.749 1.571 0.2 -0.1 -0.1
H 2.858 3.708 1.036 0.1 -0.3 0.0
H 2.811 1.935 0.741 -0.1 0.2 0.0
C 1.250 -3.522 0.058 0.0 0.4 0.2
C 0.947 -4.823 -0.692 -0.3 -0.2 -0.6
C 0.991 -3.664 1.551 -0.2 -0.1 0.3
C 2.683 -3.081 -0.138 0.3 0.0 -0.2
H 2.875 -2.872 -1.191 0.1 -0.1 0.0
H 3.335 -3.889 0.214 0.1 0.2 0.0
H 2.903 -2.161 0.418 0.0 -0.2 0.0
H -0.023 -4.033 1.743 0.1 0.1 0.0
H 1.123 -2.707 2.073 0.0 -0.1 -0.2
H 1.711 -4.387 1.955 -0.1 0.1 0.1
O -0.094 -4.457 -1.651 0.2 -0.9 0.3
H 0.528 -5.617 -0.058 0.2 0.2 -0.1
H 1.797 -5.221 -1.265 -0.2 0.2 0.2
O -0.424 4.219 -1.286 0.5 1.0 0.0
H 1.325 5.322 -1.066 -0.1 -0.4 0.2
H 0.535 4.827 0.477 0.0 -0.1 -0.4
C -1.736 2.321 -2.028 0.1 0.2 0.3
C -1.609 -2.629 -2.115 0.1 -0.3 0.0
C -1.211 -1.352 -2.792 0.3 -0.6 -1.7
H -2.369 -2.430 -1.339 0.2 0.0 -0.3
H -1.990 -3.382 -2.811 0.0 0.1 0.0
C -1.523 -0.149 -2.141 -0.1 0.2 2.6
C -1.286 1.085 -2.760 0.2 0.8 -1.7
H -2.112 -0.189 -1.200 -0.1 0.0 -0.8
C -0.612 1.122 -3.986 -0.9 0.6 1.6
C -0.208 -0.084 -4.565 0.5 0.0 -1.1
C -0.297 2.427 -4.652 0.2 0.1 -0.2
C -0.550 -1.322 -4.025 -0.8 -0.5 1.5
H 0.385 -0.057 -5.479 -0.2 0.0 0.1
C -0.183 -2.599 -4.720 0.3 -0.1 -0.2
H 0.214 -2.374 -5.712 0.0 -0.1 0.0
H -1.031 -3.282 -4.846 0.1 0.1 0.1
H 0.595 -3.140 -4.166 -0.1 0.0 -0.1
H -1.147 3.119 -4.656 0.1 -0.1 0.0
H -0.007 2.239 -5.690 0.0 0.1 0.0
H 0.548 2.936 -4.168 -0.1 0.0 -0.1
H -2.176 3.089 -2.677 0.1 -0.1 0.1
H -2.470 2.075 -1.239 0.0 -0.1 -0.4
C -1.875 2.505 3.171 0.0 0.2 0.0
C -0.992 1.683 4.086 0.2 -0.4 0.8
C -0.956 0.157 3.778 0.5 0.0 -0.9
C -0.162 -0.594 4.894 -0.6 0.0 0.1
C 1.180 0.015 5.271 0.2 0.1 0.0
C -2.408 -0.382 3.841 0.1 -0.1 -0.3
O -3.076 -0.307 4.864 0.2 -0.1 0.0
N -2.925 -1.006 2.718 -0.3 0.3 0.7
C -2.484 -0.809 1.414 3.2 1.0 0.3
O -3.153 -1.132 0.440 -1.3 -0.5 -0.7
N -1.214 -0.293 1.331 -2.5 -0.8 -1.6
C -0.391 -0.078 2.366 -2.0 -0.5 2.1
O 0.854 -0.038 2.024 2.4 0.5 -1.1
H -1.502 2.507 2.138 -0.2 -0.1 0.2
H -1.871 3.541 3.526 -0.1 0.0 -0.1
H -2.911 2.143 3.198 0.2 0.1 -0.2
H 0.038 2.072 4.079 -0.2 -0.2 -0.2
H -1.340 1.772 5.126 0.0 0.2 -0.1
H -0.803 -0.579 5.793 0.1 -0.1 -0.3
H -0.056 -1.653 4.606 0.0 0.3 -0.1
H 1.026 0.895 5.907 0.1 0.0 -0.2
H 1.752 -0.707 5.863 0.0 0.1 -0.1
H 1.769 0.303 4.392 -0.1 -0.1 0.1
H -3.867 -1.367 2.797 0.0 0.1 0.1
```
Positions in Å, forces in eV/Å.

Results
Relative energy (zero: lowest compared OMol25 entry of this formula, charge and spin) (kJ/mol): 0.0
Total charge: -1
2S+1: 1
Kohn-Sham gap (spin up / spin down) (eV): 3.4 / 3.6
Highest occupied orbital energy (spin up / spin down) (eV): -0.8 / -1.0
E_LUMO (spin up / spin down) (eV): 2.6 / 2.6

Atom charges from the Löwdin analysis, given in e for atoms 1 to 5: 1.470 -0.008 0.037 0.047 -0.343


No. 2
Computed, not measured: a cluster of 3 separate species, C3H10O4 in total in a non-equilibrium geometry, with ωB97M-V/def2-TZVPD.

```
17
Properties=species:S:1:pos:R:3:forces:R:3
C -1.362 -0.936 0.330 -1.0 -0.1 -0.4
C -0.359 0.145 0.748 -0.1 0.2 1.1
C -0.303 1.233 -0.283 -0.4 -1.7 -0.9
O -0.969 2.230 -0.294 -0.1 0.8 0.4
O 0.322 0.815 -1.411 0.1 0.2 0.3
H -1.686 -0.824 -0.702 0.4 -0.1 -0.3
H -2.322 -0.856 0.844 0.3 0.1 0.4
H -0.999 -1.950 0.461 0.2 0.0 0.0
H -0.714 0.612 1.657 -0.1 0.2 0.2
H 0.584 -0.321 1.018 0.3 0.2 -0.5
H -0.013 1.411 -2.095 0.3 0.1 -0.2
O 6.526 -2.111 -0.598 0.0 0.0 0.0
H 5.748 -2.186 -1.158 0.0 0.0 0.0
H 6.540 -2.911 -0.066 0.0 0.0 0.0
O -3.728 1.510 0.578 -0.1 -0.3 0.0
H -4.364 2.222 0.678 0.1 0.1 0.0
H -2.901 1.916 0.293 0.1 0.2 0.0
```
Positions in Å, forces in eV/Å.

Results
Relative energy (zero: lowest compared OMol25 entry of this formula, charge and spin) (kJ/mol): 29.5
Structure (SMILES): CCC(=O)O.O.O
2S+1: 1
Kohn-Sham gap (eV): 11.6
Highest occupied orbital energy (eV): -11.0
E_LUMO (eV): 0.6

Atom charges from the natural (NBO) analysis, given in e for atoms 1 to 5: -0.608 -0.526 0.814 -0.622 -0.681


No. 3
Computed, not measured: a cluster of 3 separate species, C4H13NO2 in total in a non-equilibrium geometry, with ωB97M-V/def2-TZVPD.

```
20
Properties=species:S:1:pos:R:3:forces:R:3
C -0.553 -0.133 1.433 -1.1 -1.5 0.0
N -0.246 0.321 0.089 -0.1 1.1 -0.1
C 0.077 1.773 0.171 -0.4 -1.1 1.6
C -1.227 2.829 -1.642 -0.6 1.1 -1.1
C -0.062 2.517 -1.112 0.9 -0.4 0.6
H 0.427 -0.195 1.930 -0.7 -0.2 0.5
H -1.192 -1.056 1.530 1.5 0.0 -0.8
H -1.324 0.411 1.984 0.5 1.4 0.1
H -0.909 0.176 -0.658 -0.6 -0.3 0.4
H -0.530 2.257 1.001 0.3 -0.4 -1.0
H 1.097 1.749 0.572 0.1 0.6 -0.3
H -1.378 3.496 -2.492 0.8 -0.2 -0.3
H -2.224 2.565 -1.322 0.2 -0.5 0.9
H 0.944 2.757 -1.481 -0.8 0.5 -0.6
H 1.532 -1.336 -0.533 0.1 -0.2 0.2
H 1.441 -2.813 -0.813 -0.1 -0.2 0.2
O 2.076 -2.145 -0.537 0.0 0.6 -0.4
H -0.294 -4.334 0.735 -0.8 0.3 -0.4
H -0.738 -2.768 0.981 -0.5 -0.6 -0.6
O -0.133 -3.495 1.176 1.2 0.0 1.0
```
Positions in Å, forces in eV/Å.

Results
Relative energy (zero: lowest compared OMol25 entry of this formula, charge and spin) (kJ/mol): 183.0
Total charge: -1
2S+1: 2
Kohn-Sham gap (spin up / spin down) (eV): 2.5 / 9.1
Highest occupied orbital energy (spin up / spin down) (eV): 1.0 / -5.7
E_LUMO (spin up / spin down) (eV): 3.5 / 3.4

Atom charges from the natural (NBO) analysis, given in e for atoms 1 to 5: -0.670 -0.685 -0.281 -0.437 -0.200


No. 4
Computed, not measured: a cluster of 2 separate species, C5H14 in total in a non-equilibrium geometry, with ωB97M-V/def2-TZVPD.

```
19
Properties=species:S:1:pos:R:3:forces:R:3
C 0.181 1.105 -1.155 1.5 1.0 -2.1
C 1.145 0.023 -1.647 -0.1 -3.3 -0.7
C 2.446 -0.156 -0.748 -2.2 3.1 -0.4
H 0.399 2.032 -1.707 0.1 0.1 0.6
H 0.368 1.201 -0.121 0.0 0.5 1.1
H -0.867 0.965 -1.297 -0.5 -0.6 -0.4
H 0.535 -0.946 -1.537 1.0 0.9 0.1
H 1.427 -0.107 -2.789 -0.6 1.2 2.2
H 2.778 -1.119 -0.827 2.1 -2.2 -1.5
H 3.109 0.754 -0.799 -0.2 -1.5 -0.3
H 2.211 -0.287 0.288 -1.0 0.8 1.0
C -1.936 0.285 1.200 1.8 -3.4 -0.5
C -1.604 -1.111 1.903 2.9 0.8 -0.5
H -1.459 1.040 1.786 1.2 0.7 -0.7
H -1.742 0.071 0.108 0.2 1.2 1.5
H -2.907 0.585 1.266 -3.1 0.2 0.2
H -0.654 -0.921 2.565 -2.5 -0.3 0.1
H -0.962 -1.740 1.213 -1.6 0.3 0.1
H -2.469 -1.673 2.296 0.8 0.3 0.2
```
Positions in Å, forces in eV/Å.

Results
Relative energy (zero: lowest compared OMol25 entry of this formula, charge and spin) (kJ/mol): 205.2
Structure (SMILES): CCC.CC
2S+1: 1
Kohn-Sham gap (eV): 11.8
Highest occupied orbital energy (eV): -10.8
E_LUMO (eV): 1.1

Atom charges from the natural (NBO) analysis, given in e for atoms 1 to 5: -0.613 -0.399 -0.623 0.202 0.209


No. 5
Computed, not measured: an isolated molecule of C5H12N2O in a non-equilibrium geometry, with ωB97M-V/def2-TZVPD.

```
20
Properties=species:S:1:pos:R:3:forces:R:3
C 3.405 -0.449 -0.110 -0.3 0.5 -1.0
C 2.397 -1.287 -0.905 -0.1 -1.8 2.3
C 1.010 -1.408 -0.209 0.7 1.3 -0.8
C 0.281 -0.062 -0.235 -0.4 0.0 0.0
N -1.061 -0.155 0.316 -0.2 -0.1 0.1
C -2.046 0.789 0.400 0.4 0.2 0.1
N -1.681 2.081 -0.013 0.1 -2.0 0.0
O -3.148 0.494 0.833 -0.1 0.3 -0.4
H 4.392 -0.626 -0.545 0.0 0.3 0.3
H 3.131 0.600 -0.186 0.3 0.3 -0.2
H 3.434 -0.627 0.963 -0.1 -0.6 0.0
H 2.744 -2.334 -0.813 0.2 0.3 -0.5
H 2.315 -1.087 -1.963 0.0 0.5 -0.2
H 1.150 -1.651 0.837 0.1 -0.4 0.2
H 0.530 -2.228 -0.726 -0.8 0.0 0.1
H 0.223 0.359 -1.242 0.1 -0.1 -0.1
H 0.884 0.628 0.374 -0.1 0.0 -0.1
H -1.437 -1.047 0.586 0.3 -0.3 0.0
H -0.742 2.314 0.265 -0.2 0.6 -0.1
H -2.447 2.696 0.126 -0.1 0.9 0.3
```
Positions in Å, forces in eV/Å.

Results
Relative energy (zero: lowest compared OMol25 entry of this formula, charge and spin) (kJ/mol): 42.7
Structure (SMILES): CCCCNC(N)=O
2S+1: 1
Kohn-Sham gap (eV): 10.3
Highest occupied orbital energy (eV): -9.4
E_LUMO (eV): 0.8

Atom charges from the natural (NBO) analysis, given in e for atoms 1 to 5: -0.616 -0.389 -0.398 -0.217 -0.642


No. 6
Computed, not measured: an isolated molecule of C3H6O2, with ωB97M-V/def2-TZVPD.

```
11
Properties=species:S:1:pos:R:3:forces:R:3
C 1.344 0.676 0.373 0.0 0.1 -0.1
C 0.062 -0.116 0.443 -0.1 -0.1 0.3
O -0.276 -0.669 1.473 0.2 0.2 -0.4
C -0.868 -0.243 -0.764 0.3 0.1 0.0
O -1.901 -1.131 -0.473 -0.1 0.0 0.1
H 1.143 1.714 0.661 -0.1 -0.1 -0.1
H 1.789 0.682 -0.627 -0.1 0.0 0.2
H 2.046 0.272 1.107 -0.1 0.0 -0.2
H -0.295 -0.586 -1.640 0.0 0.0 0.2
H -1.268 0.753 -1.021 0.2 -0.1 0.1
H -1.776 -1.352 0.468 -0.1 0.0 -0.1
```
Positions in Å, forces in eV/Å.

Results
Relative energy (zero: lowest compared OMol25 entry of this formula, charge and spin) (kJ/mol): 70.8
Structure (SMILES): CC(=O)CO
2S+1: 1
Kohn-Sham gap (eV): 11.3
Highest occupied orbital energy (eV): -10.4
E_LUMO (eV): 0.9

Atom charges from the natural (NBO) analysis, given in e for atoms 1 to 5: -0.722 0.573 -0.560 -0.165 -0.712


No. 7
Computed, not measured: an isolated molecule of C18H16N2O4S in a non-equilibrium geometry, with ωB97M-V/def2-TZVPD.

```
41
Properties=species:S:1:pos:R:3:forces:R:3
C -2.658 -1.431 0.917 0.2 0.3 0.5
C -2.304 0.041 0.847 -1.0 -0.2 -0.1
C -3.627 0.852 0.848 1.5 0.9 -1.9
O -1.636 0.392 2.043 1.9 0.3 0.3
C -0.280 0.088 2.137 -0.1 0.1 -1.0
C 0.316 0.211 3.465 -0.5 -0.1 1.8
C -0.334 1.016 4.427 0.5 0.1 0.7
C 0.188 1.142 5.733 -0.3 -0.1 -0.7
C 1.342 0.464 6.081 0.3 -0.6 -0.2
C 1.971 -0.405 5.177 -1.0 0.7 -0.7
C 1.445 -0.549 3.875 0.1 0.7 0.4
C 0.460 -0.193 1.038 -1.8 0.2 -0.5
C -0.200 -0.063 -0.272 0.2 0.6 -0.7
C 0.571 -0.147 -1.410 -1.8 0.3 -1.3
C 0.078 0.058 -2.791 2.4 -1.2 -0.1
C 0.839 -0.081 -3.988 0.6 0.8 1.5
C 0.255 0.110 -5.292 -3.8 -0.8 -0.5
O -0.950 0.000 -5.490 -0.4 0.4 0.6
N 0.991 0.271 -6.430 0.5 -0.1 1.4
C 2.322 0.070 -6.397 0.9 0.6 -3.2
S 3.023 0.051 -7.887 1.0 -0.3 -0.2
N 3.002 -0.035 -5.234 -1.3 -0.6 -0.8
C 2.312 -0.277 -4.068 0.6 0.2 3.0
O 3.028 -0.558 -3.120 -0.5 -0.4 0.4
O -1.528 0.343 -0.351 0.9 -0.6 1.3
H -3.318 -1.667 0.125 -0.9 -0.2 -0.8
H -1.837 -2.095 0.812 1.1 -0.4 0.0
H -3.114 -1.649 1.884 -0.2 0.1 -0.1
H -4.333 0.438 0.125 0.3 0.1 -0.2
H -3.406 1.922 0.561 -0.3 -1.1 0.5
H -4.106 0.762 1.786 -0.2 0.1 1.2
H -1.240 1.586 4.210 0.3 -0.4 -0.3
H -0.330 1.739 6.490 0.2 -0.1 -0.4
H 1.756 0.553 7.079 -0.1 0.1 0.0
H 2.861 -0.914 5.513 0.0 -0.3 -0.3
H 1.937 -1.213 3.170 -0.1 0.0 0.1
H 1.531 -0.352 1.075 -0.3 0.0 0.0
H 1.565 -0.441 -1.225 1.1 -0.1 -0.2
H -0.978 0.239 -2.857 -0.3 0.2 -0.5
H 0.479 0.222 -7.322 0.6 0.1 0.8
H 3.909 -0.499 -5.283 -0.2 0.6 0.0
```
Positions in Å, forces in eV/Å.

Results
Relative energy (zero: lowest compared OMol25 entry of this formula, charge and spin) (kJ/mol): 157.2
Structure (SMILES): CC1(C)OC(c2ccccc2)=C/C(=C/C=C2C(=O)NC(=S)NC2=O)O1
2S+1: 1
Kohn-Sham gap (eV): 6.8
Highest occupied orbital energy (eV): -8.3
E_LUMO (eV): -1.4

Atom charges from the natural (NBO) analysis, given in e for atoms 1 to 5: -0.663 0.539 -0.625 -0.506 0.360


No. 8
Computed, not measured: an isolated molecule of C19H23N5 in a non-equilibrium geometry, with ωB97M-V/def2-TZVPD.

```
47
Properties=species:S:1:pos:R:3:forces:R:3
C -2.351 2.121 -6.147 0.1 -0.1 0.2
N -1.698 0.850 -5.917 -0.6 0.0 -1.1
C -0.678 0.524 -6.897 -0.2 0.0 0.4
C -1.623 0.319 -4.619 0.1 -0.5 0.5
C -2.419 -0.807 -4.301 0.5 0.6 0.1
C -2.360 -1.351 -3.028 -0.1 0.2 0.4
C -1.600 -0.721 -2.030 0.3 -0.3 0.1
C -1.790 -1.187 -0.581 1.3 -1.2 -0.5
C -0.713 -0.805 0.392 0.8 -0.4 0.3
C -0.618 -1.286 1.646 -0.4 0.0 -1.5
C 0.414 -0.911 2.589 1.5 0.7 1.5
C 0.502 -1.579 3.833 -0.2 0.1 -0.8
C 1.417 -1.231 4.806 0.8 1.0 0.1
C 2.302 -0.148 4.603 -0.6 -0.3 -1.0
N 3.183 0.256 5.620 0.4 -0.3 1.1
C 4.581 -0.130 5.597 -0.3 0.1 -0.2
C 2.936 1.463 6.384 -0.1 -0.2 -0.4
C 2.272 0.502 3.351 -0.2 -0.2 0.4
C 1.357 0.131 2.372 -0.5 -0.4 0.0
C -0.786 0.359 -2.362 -0.5 0.0 0.3
C -0.774 0.865 -3.650 -0.6 -0.2 -0.3
H -3.195 2.248 -5.463 0.2 0.0 -0.1
H -1.672 2.980 -6.036 0.0 0.1 0.1
H -2.729 2.139 -7.175 0.0 0.0 0.1
H -0.331 -0.497 -6.717 0.0 0.2 -0.2
H -1.125 0.593 -7.898 0.2 -0.1 0.1
H 0.175 1.219 -6.849 0.1 -0.1 -0.1
H -3.103 -1.194 -5.051 0.3 0.0 0.0
H -2.963 -2.232 -2.778 0.2 0.4 -0.1
H -1.846 -2.311 -0.603 -0.3 0.8 0.1
H 0.026 -0.126 -0.031 0.0 -0.1 0.6
H -1.338 -2.035 2.004 0.2 0.4 -0.2
H -0.173 -2.405 4.018 -0.1 0.0 0.0
H 1.469 -1.744 5.761 -0.1 0.0 -0.1
H 4.702 -1.101 5.110 0.0 0.1 0.1
H 5.211 0.613 5.083 0.1 -0.1 -0.1
H 4.948 -0.200 6.628 0.0 -0.1 -0.1
H 1.859 1.634 6.469 0.2 0.0 0.0
H 3.366 1.337 7.386 -0.1 0.1 -0.1
H 3.413 2.345 5.927 -0.1 0.1 0.0
H 2.967 1.329 3.184 -0.2 -0.2 -0.1
H 1.343 0.666 1.421 0.0 -0.1 0.3
H -0.244 0.879 -1.583 0.1 0.0 -0.1
H -0.175 1.733 -3.893 0.1 0.0 -0.1
N -2.959 -0.558 -0.048 -1.7 -0.4 0.1
N -4.027 -1.145 -0.263 -3.8 0.5 0.6
N -5.154 -1.399 -0.265 3.4 0.1 -0.3
```
Positions in Å, forces in eV/Å.

Results
Relative energy (zero: lowest compared OMol25 entry of this formula, charge and spin) (kJ/mol): 399.5
2S+1: 1
Kohn-Sham gap (eV): 8.6
Highest occupied orbital energy (eV): -8.2
E_LUMO (eV): 0.4

Atom charges from the natural (NBO) analysis, given in e for atoms 1 to 5: -0.395 -0.493 -0.392 0.165 -0.207